No. 1
C38H34Br2FeGeN3O8Si | ωB97M-V with the def2-TZVPD basis set

Positions of all 88 atoms, in Å:
Br (-0.3258, -8.9630, -0.2237)
Br (-2.8646, -4.2043, 1.7145)
Ge (-2.3933, 2.8981, -0.5978)
Fe (1.5677, -2.2212, -0.2617)
Si (0.6343, 4.0881, -1.3417)
O (5.5745, 1.8472, 4.3279)
O (7.4510, 1.1073, 3.5329)
O (3.4603, -1.5989, -0.4285)
O (-0.0883, -3.0561, 0.5129)
O (5.9574, -1.2284, -1.8839)
O (1.1166, -0.6390, 0.6784)
O (1.2486, 0.8823, 2.1966)
O (7.4479, -1.3438, -0.3280)
N (6.2192, 1.2189, 3.4915)
N (6.3054, -1.1047, -0.7198)
N (1.7948, -4.1459, -0.8042)
C (-5.9322, -0.1571, 1.1587)
C (-4.2905, 0.4228, -0.5844)
C (-3.0320, 0.9644, -2.5069)
C (0.8050, -6.4240, -0.5000)
C (3.3209, -0.0005, 1.4431)
C (-1.4139, -5.0590, 0.8777)
C (-4.5232, -0.8911, -1.1084)
C (2.9348, -6.0638, -1.5545)
C (-2.4503, 2.7795, 1.3625)
C (6.2567, 0.0447, 1.3475)
C (-1.7631, 1.5742, 3.3925)
C (2.7387, -4.7050, -1.5398)
C (-0.2940, -4.3472, 0.4118)
C (-0.0830, 5.0091, -2.8669)
C (1.9083, -6.9305, -1.1905)
C (1.8304, 0.0847, 1.4654)
C (5.5090, 0.6490, 2.3841)
C (0.5482, 5.3521, 0.1954)
C (-2.8095, 2.2236, 4.1274)
C (3.6143, -3.8824, -2.4167)
C (-1.6382, 1.8411, 2.0566)
C (-3.4086, -0.2231, -3.1434)
C (-1.3514, -6.4625, 0.6837)
C (2.4480, 3.5759, -1.5196)
C (-3.3325, 3.5115, 2.1178)
C (4.0761, 0.7263, 2.3758)
C (-5.0866, 0.7949, 0.5489)
C (-5.3148, -1.8512, -0.4089)
C (-4.0304, -1.1933, -2.4250)
C (4.0602, -0.7437, 0.3808)
C (-3.2875, 4.5006, -1.2081)
C (-0.3194, -7.1190, 0.0103)
C (-3.4380, 3.3337, 3.5056)
C (-5.9362, -1.4891, 0.7804)
C (5.4746, -0.5775, 0.3184)
C (-3.3491, 1.3050, -1.2217)
C (-0.5101, 2.5379, -1.0121)
C (0.8154, -5.0396, -0.2394)
H (0.6380, 5.6436, -3.2910)
H (-4.0824, 4.0408, 4.0141)
H (-3.5697, 4.5104, -2.3063)
H (-2.1014, -7.0900, 1.1510)
H (1.8379, -7.9370, -1.5473)
H (3.2144, -3.9951, -3.4902)
H (3.6515, -2.8465, -2.1151)
H (7.3706, 0.0292, 1.4088)
H (-3.9088, 4.3532, 1.6897)
H (0.4796, 4.8049, 1.1266)
H (3.1080, 4.4842, -1.5494)
H (-0.8656, 1.2348, 1.5891)
H (-0.3426, 4.2206, -3.5749)
H (-2.6751, 5.3373, -0.8989)
H (2.7080, 2.9744, -0.6698)
H (-0.4635, 1.9917, -1.9721)
H (-0.9305, 5.6245, -2.6649)
H (-0.3173, 6.0234, 0.0951)
H (-4.2549, 4.5257, -0.6667)
H (-4.9845, 1.8274, 0.8678)
H (3.8053, -6.3041, -2.1250)
H (-0.0172, 1.8616, -0.2777)
H (2.6645, 2.9735, -2.4301)
H (1.4554, 5.9464, 0.1339)
H (-5.4445, -2.8851, -0.8231)
H (-3.1778, -0.4706, -4.1578)
H (-6.4568, -2.2448, 1.3253)
H (-4.4086, -2.0972, -2.9031)
H (3.5709, 1.3645, 3.1071)
H (-6.5958, 0.1861, 1.9452)
H (4.6476, -4.2493, -2.4722)
H (-2.3811, 1.6742, -2.9955)
H (-1.1536, 0.8793, 3.9315)
H (-2.8717, 1.9997, 5.1819)

Forces on the atoms, in the same order (eV/Å):
Br -0.359 -1.126 0.061
Br -0.019 0.002 0.051
Ge 0.428 -1.324 1.274
Fe -0.710 -1.021 0.191
Si -1.138 0.272 1.454
O 0.396 -0.390 -0.155
O -0.836 -0.049 0.083
O 1.787 2.266 1.549
O -1.151 -0.259 0.279
O -0.307 0.123 0.760
O 0.823 0.671 -0.013
O 1.015 0.704 0.831
O 0.271 -0.550 -0.914
N 0.576 0.896 0.212
N 0.892 -0.412 -0.509
N -1.911 -0.446 0.556
C 0.966 2.207 0.062
C -0.561 -0.465 1.238
C 0.795 0.788 0.158
C -0.028 1.297 0.406
C 2.449 0.275 -0.331
C 1.547 -1.460 -0.895
C 0.025 -0.265 -0.557
C 0.081 0.919 -1.016
C 0.552 -0.710 0.173
C -1.888 0.021 0.695
C -2.546 1.038 1.223
C 1.374 -1.106 0.350
C 1.991 1.044 -0.505
C 0.272 -1.666 0.864
C -0.313 -1.162 0.187
C -1.985 0.137 -0.333
C -0.343 -0.593 -1.169
C -0.252 -0.861 -1.720
C 1.540 1.387 -1.274
C -0.115 0.014 -1.621
C 0.316 -0.248 -1.057
C -0.150 -0.967 0.208
C -0.139 -0.188 0.194
C 0.022 0.804 -1.228
C -0.130 1.184 0.769
C 0.070 -0.751 -0.796
C -0.047 -1.345 -0.335
C 0.068 0.008 0.258
C -1.206 0.351 0.506
C -1.919 -1.364 -0.552
C -1.075 -0.110 -0.853
C -0.315 1.650 0.424
C -0.210 -1.382 0.089
C 0.473 -0.545 -1.813
C 0.769 1.242 1.653
C -0.980 -0.658 -0.701
C 1.299 0.896 -0.991
C -1.034 0.951 -0.091
H 1.186 0.803 -0.767
H -0.100 -0.314 0.392
H 0.714 0.058 1.236
H -0.219 0.069 -0.173
H 0.413 -0.515 0.021
H 0.439 0.482 1.360
H -0.009 0.222 -0.218
H -1.419 0.036 -0.313
H 0.287 -0.561 0.071
H 0.118 -0.032 0.266
H -0.520 -0.771 0.081
H -0.114 0.346 -0.385
H -0.123 0.169 -0.264
H -0.073 0.463 -0.230
H 0.234 -0.303 0.557
H -0.068 0.066 0.264
H -0.814 0.194 0.345
H 0.174 -0.196 0.066
H 0.510 0.099 -0.146
H -0.351 -0.226 0.321
H 0.280 -0.961 -0.323
H -0.593 0.450 -0.196
H -0.220 0.362 0.528
H 0.140 0.161 0.287
H 0.351 1.121 0.453
H 0.349 0.337 -0.536
H -0.478 -0.196 0.361
H 0.500 -0.030 0.171
H 0.119 -0.508 -0.233
H 0.208 -0.101 0.198
H -0.236 -0.052 0.224
H 0.158 -0.134 -0.643
H 0.397 -0.437 -0.234
H -0.367 0.176 0.135

Summary:
Orbital gap (spin up / spin down): 3.26 / 5.51 eV
Energy above the lowest of the compared OMol25 structures with the same formula, charge and spin: 0.0 kcal/mol
Electronic energy: -11012.7365 hartree
2S+1: 6
HOMO energy (spin up / spin down): 0.3 / -1.9 eV
⟨S²⟩: 8.785
Molar mass: 977.052 g mol⁻¹
Charge: -2

***

No. 2
C27H54AsF7O27Tl | ωB97M-V with the def2-TZVPD basis set

Positions of all 117 atoms, in Å:
Tl (-18.8955, -4.8654, 23.7622)
As (-17.6560, -2.1906, 26.3045)
F (-19.1586, -2.3924, 25.3096)
F (-16.8455, -3.2171, 25.0151)
F (-17.3650, -0.6398, 25.4911)
F (-20.6299, -3.1385, 22.1936)
F (-18.0693, -3.7361, 27.1010)
F (-16.0900, -2.1422, 27.2349)
F (-18.5070, -1.2659, 27.6085)
O (-17.3507, -2.8660, 22.2823)
O (-14.7317, -5.5603, 26.7903)
O (-22.8903, -2.7450, 25.7595)
O (-19.1137, -5.6485, 20.7417)
O (-16.5967, -5.9919, 25.5497)
O (-22.0053, -8.2415, 21.8590)
O (-20.8410, -6.0506, 19.3106)
O (-14.7878, -4.5408, 22.1708)
O (-23.4439, -6.5906, 22.2156)
O (-22.8441, -4.5435, 27.2092)
O (-19.9354, -6.9140, 26.4837)
O (-21.1501, 0.8864, 23.1802)
O (-23.3029, 1.2664, 23.4086)
O (-21.2767, -4.2285, 25.4222)
O (-22.5123, 0.8944, 21.3281)
O (-16.5409, -5.9904, 22.5129)
O (-16.8989, -0.6375, 22.1409)
O (-14.4815, -6.7184, 21.9197)
O (-17.9455, -1.6275, 20.4911)
O (-20.1645, -6.8116, 28.7105)
O (-16.5347, -6.3945, 27.8480)
O (-19.2576, -7.4537, 19.4148)
O (-18.6324, -7.7548, 23.9924)
O (-21.2142, -6.3273, 22.8238)
O (-19.6310, -9.6596, 23.0824)
O (-18.0268, -9.8189, 24.6547)
O (-21.5369, -8.1195, 27.6164)
C (-18.1527, -2.7902, 19.7276)
C (-14.8488, -8.1147, 21.8909)
C (-15.3835, -5.7434, 22.1674)
C (-19.9600, 0.6470, 22.3823)
C (-13.4003, -4.3255, 21.9776)
C (-20.7148, -7.1664, 30.0207)
C (-18.7428, -8.9673, 23.9143)
C (-16.6320, 0.5302, 21.3043)
C (-22.2966, 0.9019, 22.5245)
C (-23.8982, -5.2291, 22.5796)
C (-21.6516, -4.9624, 19.7932)
C (-23.9749, -3.9547, 27.9497)
C (-23.0815, -9.1184, 21.4838)
C (-16.0021, -5.9778, 26.6220)
C (-22.2158, -3.8220, 26.0967)
C (-17.4901, -1.7912, 21.6941)
C (-22.3912, -1.9624, 24.6967)
C (-22.1403, -7.0206, 22.3871)
C (-19.5807, -11.0712, 22.8544)
C (-17.0685, -9.3517, 25.5703)
C (-18.0108, -7.9924, 19.8200)
C (-21.9785, -8.6162, 26.3570)
C (-14.0369, -4.8869, 25.7188)
C (-20.5173, -7.2073, 27.5401)
C (-19.6994, -6.3198, 19.9192)
C (-24.6155, 1.3014, 22.9145)
C (-15.8443, -6.7304, 29.0035)
H (-19.9400, -6.8464, 30.7174)
H (-22.2369, -2.5320, 23.7802)
H (-16.3370, -8.7184, 25.0684)
H (-24.7515, -3.7170, 27.2227)
H (-21.4574, -1.4237, 24.8574)
H (-16.5912, 0.2169, 20.2611)
H (-16.4672, -6.4912, 29.8654)
H (-17.2347, -3.3759, 19.6816)
H (-23.9469, -4.5606, 21.7201)
H (-15.5093, -7.7606, 28.8830)
H (-17.4669, -9.1170, 26.5573)
H (-23.6775, -3.0132, 28.4115)
H (-18.1159, -9.0711, 19.7037)
H (-24.9205, -5.3020, 22.9506)
H (-22.2655, -7.7988, 25.6954)
H (-20.7958, -8.2516, 29.9583)
H (-17.5249, 1.1525, 21.3631)
H (-22.7680, -10.1014, 21.8352)
H (-15.8102, 1.1771, 21.6115)
H (-22.7717, -9.3549, 26.4728)
H (-19.8084, -11.6059, 23.7765)
H (-12.9948, -4.8056, 26.0280)
H (-17.8465, -7.8633, 20.8897)
H (-15.6994, -8.2371, 21.2203)
H (-17.1532, -7.6816, 19.2233)
H (-13.0894, -4.7952, 21.0445)
H (-14.1132, -5.4167, 24.7693)
H (-19.5978, 1.5837, 21.9587)
H (-21.8058, -5.1017, 20.8632)
H (-12.8042, -4.6108, 22.8444)
H (-21.6769, -6.6879, 30.2038)
H (-24.7904, 2.0929, 22.1857)
H (-25.2134, 1.4770, 23.8088)
H (-15.0534, -8.2893, 22.9471)
H (-13.9192, -8.6009, 21.5949)
H (-14.2934, -3.8310, 25.6331)
H (-23.2485, -9.1081, 20.4067)
H (-20.3375, -11.1157, 22.0713)
H (-21.1258, -9.1383, 25.9229)
H (-24.0023, -8.8971, 22.0236)
H (-23.3172, -4.7302, 23.3553)
H (-16.4339, -10.2282, 25.7013)
H (-24.9292, 0.3643, 22.4547)
H (-19.2753, 0.0419, 22.9765)
H (-13.1648, -3.2667, 21.8706)
H (-18.9912, -3.3545, 20.1358)
H (-18.7094, -11.5348, 22.3918)
H (-21.2209, -3.9786, 19.6068)
H (-18.3372, -2.5025, 18.6926)
H (-24.4586, -4.7094, 28.5699)
H (-20.2219, 0.1029, 21.4749)
H (-15.0285, -6.0301, 29.1828)
H (-23.2003, -1.2885, 24.4147)
H (-22.6433, -4.9358, 19.3417)

Forces on the atoms, in the same order (eV/Å):
Tl -0.296 1.137 -0.965
As 0.329 0.582 1.984
F 0.888 -0.211 0.242
F -0.815 0.727 0.621
F 0.058 -1.849 0.451
F 1.357 -1.272 1.165
F 0.277 1.252 -0.733
F -1.940 -0.034 -1.534
F 0.893 -1.389 -1.762
O -0.819 0.956 0.114
O -0.622 -0.102 -0.240
O -0.287 -0.137 1.421
O -0.211 0.123 0.325
O 0.421 -0.016 1.528
O 0.830 0.913 0.754
O -0.751 0.240 -0.278
O -2.114 -0.234 0.278
O 0.935 0.643 0.665
O 1.670 1.291 -2.008
O -1.383 -0.428 2.196
O 0.339 -0.679 -0.202
O 2.211 -1.118 -0.126
O -1.068 -0.258 1.675
O 0.808 -0.978 0.960
O 0.633 0.802 -0.595
O 0.021 -1.093 0.729
O -0.182 1.373 -0.825
O -0.503 0.761 -0.523
O 0.978 1.758 1.227
O -1.275 0.870 -4.241
O 0.076 -0.503 -0.645
O -0.402 -1.100 -0.618
O -1.701 -1.460 -0.568
O 2.180 2.397 1.167
O -1.410 -0.266 -1.047
O -0.053 0.710 0.010
C -0.324 -0.998 -0.860
C 0.115 1.250 0.898
C 1.214 -0.581 1.333
C -0.852 -0.325 -0.803
C 0.988 -0.130 -0.555
C 0.320 -0.749 -1.472
C -0.527 -0.407 -0.254
C -1.910 -0.400 -0.749
C -2.153 2.629 -0.608
C 0.077 -0.230 0.257
C -0.067 0.412 0.880
C 0.056 0.464 -1.968
C -0.387 -0.095 0.666
C 0.038 0.082 1.475
C -0.744 -1.681 0.395
C 2.546 0.914 0.478
C -0.201 0.646 -2.031
C -0.676 1.478 -0.594
C -0.645 -0.070 -0.145
C 1.799 -1.147 -0.001
C -0.057 -0.952 0.826
C 0.745 -0.298 -0.480
C 0.487 0.375 0.186
C 0.107 -1.186 -2.382
C 0.336 0.398 0.123
C -0.834 0.018 -0.057
C 1.435 0.936 0.544
H -0.288 -0.047 -0.066
H 0.189 -0.553 0.253
H -0.676 1.047 0.436
H 0.008 0.228 -0.123
H -0.181 -0.129 0.683
H 0.504 0.067 0.103
H -0.514 -0.768 -0.238
H -0.078 -0.212 0.432
H 0.360 -0.405 -0.264
H 0.059 0.037 0.683
H -0.102 0.783 -0.449
H 0.021 -0.398 0.416
H -0.047 0.017 -0.302
H 0.111 -0.501 -0.044
H -0.094 -0.045 0.063
H -0.269 0.063 0.689
H -0.013 0.078 0.053
H 0.124 0.002 -0.330
H 0.262 -0.963 0.453
H -0.068 0.378 0.466
H -0.249 -0.075 -0.226
H 0.007 -0.678 0.119
H 0.057 0.550 -0.042
H 0.207 -0.397 0.208
H -0.254 0.463 -0.048
H 0.253 -0.258 0.309
H -0.199 0.018 0.160
H 0.288 0.192 0.765
H 0.294 0.359 -0.119
H -0.171 -0.633 -0.101
H 0.156 -0.005 -0.139
H 0.242 0.092 0.049
H -0.129 0.048 -0.201
H -0.454 -0.875 -0.245
H -0.421 -0.183 -0.171
H -0.913 -0.210 -0.077
H 0.156 0.143 0.131
H -0.330 -0.684 0.404
H -0.049 0.010 -0.371
H 0.077 0.289 -0.191
H 0.446 -0.481 -0.084
H -0.199 -0.357 0.378
H 0.178 -0.124 0.016
H 0.030 0.574 0.116
H -0.901 0.152 -0.029
H 0.233 -0.106 -0.065
H 0.637 0.763 0.283
H 0.379 -0.231 0.071
H -0.284 0.375 0.233
H 0.906 -0.016 0.319
H -0.229 -0.397 0.177
H 0.543 -0.326 -0.317
H 0.128 0.288 0.557
H 0.305 -0.719 -0.492

Summary:
Orbital gap: 3.61 eV
Electronic energy: -6199.5733 hartree
2S+1: 1
HOMO energy: -12.3 eV
Molar mass: 1222.993 g mol⁻¹
Charge: +1

***

No. 3
C5H10N3O | ωB97M-V with the def2-TZVPD basis set

Positions of all 19 atoms, in Å:
O (-2.2761, 0.0995, 0.3787)
N (0.3835, -0.6975, -0.4083)
N (-0.3317, -1.5375, 0.5581)
N (2.5879, 0.0021, 0.1602)
C (-0.0087, 0.7810, -0.2545)
C (-1.4438, 0.9449, -0.5298)
C (0.9005, 1.6959, 0.0762)
C (2.2046, 1.1720, 0.4646)
C (1.7754, -0.8472, -0.6369)
H (-1.2197, -0.9567, 0.8180)
H (2.1245, -0.4791, -1.5767)
H (1.9496, -1.9477, -0.3893)
H (2.7868, 1.7436, 1.0061)
H (-1.7550, 0.6697, -1.4771)
H (-1.8617, 2.0020, -0.5294)
H (-0.3306, -2.4397, 0.2325)
H (0.5934, 2.7027, 0.1180)
H (-3.2012, 0.1908, 0.4317)
H (0.2888, -1.5305, 1.5017)

Forces on the atoms, in the same order (eV/Å):
O 3.549 -0.211 0.344
N -2.771 3.390 -0.782
N 4.049 4.594 4.149
N 1.213 0.008 1.812
C -0.313 -2.899 0.060
C -3.028 2.235 1.185
C -0.614 -1.771 -0.250
C -2.682 -2.781 -2.848
C 0.707 -1.476 2.041
H -0.182 -1.134 -0.883
H -0.663 -0.829 -1.682
H 0.622 1.337 -0.844
H 3.172 2.865 2.662
H 0.123 -1.106 -2.184
H 1.065 -0.933 0.773
H -0.846 -2.822 -1.091
H 0.015 1.104 0.167
H -1.680 0.773 -0.412
H -1.735 -0.344 -2.217

Summary:
Orbital gap: 9.20 eV
Energy above the lowest of the compared OMol25 structures with the same formula, charge and spin: 98.5 kcal/mol
Electronic energy: -435.6451 hartree
2S+1: 1
HOMO energy: -13.1 eV
SMILES: [NH3+]N1CN=CC=C1CO
Molar mass: 128.155 g mol⁻¹
Charge: +1